# 1
The following is a quantum chemistry calculation of the molecule C4H8N2 in a non-equilibrium geometry, from the OMol25 dataset.

Last columns: bonded neighbours and bond lengths (Å).
Positions of all 14 atoms, in Å:
1 C -0.026 1.369 0.335  C4 1.486, H5 1.039, H6 1.119, N13 1.445
2 C -0.585 -0.794 1.075  C3 1.692, H8 1.095, H9 1.037, N13 1.383
3 C 0.179 -1.307 -0.345  C2 1.692, H10 1.089, N14 1.366
4 C 0.805 0.941 -0.821  C1 1.486, H12 1.138, N14 1.302
5 H -0.413 2.316 0.157  C1 1.039
6 H 0.726 1.355 1.163  C1 1.119
7 H -1.846 0.160 -0.177  N13 1.103
8 H 0.052 -0.991 1.944  C2 1.095
9 H -1.362 -1.478 1.133  C2 1.037
10 H 0.222 -2.395 -0.342  C3 1.089
11 H 1.405 -0.609 -1.907  N14 1.109
12 H 0.954 1.383 -1.859  C4 1.138
13 N -1.070 0.398 0.570  C1 1.445, C2 1.383, H7 1.103
14 N 0.959 -0.347 -0.926  C3 1.366, C4 1.302, H11 1.109

Results
LUMO energy in eV: 0.866
E_HOMO in eV: -6.4
Energy relative to the best compared isomer or geometry (same formula, charge and spin) in kJ/mol: 464.8
Gap between HOMO and LUMO in eV: 7.25
Spin multiplicity: 1
Net charge: 0

***

# 2
The following is a quantum chemistry calculation of a cluster of 7 separate species, C48H109N7O7 in total in a non-equilibrium geometry, from the OMol25 dataset.

Last columns: bonded neighbours and bond lengths (Å).
Positions of all 171 atoms, in Å:
1 C 7.334 1.396 -0.396  C2 1.528, H12 1.093, H13 1.098, H14 1.086
2 C 7.390 -0.035 0.137  C1 1.528, C3 1.539, C4 1.532, N10 1.458
3 C 8.876 -0.399 0.307  C2 1.539, H15 1.088, H16 1.090, H17 1.093
4 C 6.725 -0.026 1.517  C2 1.532, C5 1.515, H18 1.093, H19 1.098
5 C 6.369 -1.413 2.013  C4 1.515, C6 1.521, H20 1.094, H21 1.090
6 C 5.492 -2.133 1.000  C5 1.521, C7 1.542, H22 1.089, H23 1.096
7 C 6.163 -2.237 -0.384  C6 1.542, C8 1.520, C9 1.516, N10 1.463
8 C 7.234 -3.316 -0.378  C7 1.520, H24 1.093, H25 1.092, H26 1.087
9 C 5.062 -2.662 -1.335  C7 1.516, H27 1.097, H28 1.090, H29 1.095
10 N 6.668 -0.920 -0.770  C2 1.458, C7 1.463, O11 1.415
11 O 7.322 -0.958 -2.023  N10 1.415, H30 0.971
12 H 6.293 1.705 -0.529  C1 1.093
13 H 7.648 2.058 0.421  C1 1.098
14 H 7.917 1.632 -1.281  C1 1.086
15 H 9.341 -0.599 -0.657  C3 1.088
16 H 9.425 0.384 0.830  C3 1.090
17 H 8.961 -1.300 0.920  C3 1.093
18 H 7.362 0.499 2.234  C4 1.093
19 H 5.840 0.623 1.489  C4 1.098
20 H 7.314 -1.961 2.057  C5 1.094
21 H 5.885 -1.425 2.990  C5 1.090
22 H 4.479 -1.745 0.906  C6 1.089
23 H 5.303 -3.163 1.325  C6 1.096
24 H 7.693 -3.331 -1.369  C8 1.093
25 H 6.790 -4.305 -0.244  C8 1.092
26 H 8.022 -3.161 0.353  C8 1.087
27 H 4.627 -3.605 -0.981  C9 1.097
28 H 5.396 -2.861 -2.354  C9 1.090
29 H 4.206 -1.980 -1.351  C9 1.095
30 H 6.768 -0.414 -2.606  O11 0.971
31 C 3.406 0.830 -0.740  C32 1.527, H42 1.089, H43 1.094, H44 1.090
32 C 1.961 0.579 -0.314  C31 1.527, C33 1.526, C34 1.519, N40 1.457
33 C 1.382 1.895 0.198  C32 1.526, H45 1.095, H46 1.091, H47 1.094
34 C 1.230 0.085 -1.551  C32 1.519, C35 1.530, H48 1.095, H49 1.096
35 C -0.136 -0.549 -1.278  C34 1.530, C36 1.512, H50 1.094, H51 1.092
36 C 0.024 -1.636 -0.239  C35 1.512, C37 1.514, H52 1.097, H53 1.096
37 C 0.717 -1.163 1.021  C36 1.514, C38 1.547, C39 1.532, N40 1.461
38 C -0.230 -0.254 1.840  C37 1.547, H54 1.088, H55 1.096, H56 1.092
39 C 1.085 -2.366 1.895  C37 1.532, H57 1.091, H58 1.094, H59 1.085
40 N 1.971 -0.507 0.657  C32 1.457, C37 1.461, O41 1.428
41 O 2.752 -0.209 1.815  N40 1.428, H60 0.971
42 H 3.859 -0.133 -0.971  C31 1.089
43 H 3.379 1.486 -1.615  C31 1.094
44 H 3.992 1.387 -0.010  C31 1.090
45 H 1.691 2.773 -0.378  C33 1.095
46 H 0.292 1.921 0.217  C33 1.091
47 H 1.766 2.121 1.197  C33 1.094
48 H 1.116 0.936 -2.231  C34 1.095
49 H 1.871 -0.634 -2.074  C34 1.096
50 H -0.791 0.262 -0.948  C35 1.094
51 H -0.525 -0.912 -2.231  C35 1.092
52 H 0.616 -2.485 -0.604  C36 1.097
53 H -0.930 -2.065 0.086  C36 1.096
54 H -0.793 0.366 1.147  C38 1.088
55 H 0.384 0.400 2.470  C38 1.096
56 H -0.875 -0.744 2.573  C38 1.092
57 H 1.984 -2.861 1.524  C39 1.091
58 H 0.280 -3.103 1.814  C39 1.094
59 H 1.189 -2.054 2.929  C39 1.085
60 H 3.622 -0.553 1.559  O41 0.971
61 C -6.585 -5.708 -1.929  C62 1.532, H72 1.088, H73 1.093, H74 1.089
62 C -5.730 -4.615 -1.281  C61 1.532, C63 1.549, C64 1.533, N70 1.443
63 C -5.912 -4.705 0.255  C62 1.549, H75 1.095, H76 1.094, H77 1.089
64 C -4.265 -4.943 -1.591  C62 1.533, C65 1.535, H78 1.092, H79 1.098
65 C -3.272 -3.817 -1.272  C64 1.535, C66 1.516, H80 1.093, H81 1.089
66 C -3.695 -2.628 -2.111  C65 1.516, C67 1.511, H82 1.101, H83 1.094
67 C -5.101 -2.171 -1.797  C66 1.511, C68 1.558, C69 1.518, N70 1.476
68 C -5.142 -1.564 -0.362  C67 1.558, H84 1.095, H85 1.086, H86 1.090
69 C -5.556 -1.132 -2.806  C67 1.518, H87 1.087, H88 1.095, H89 1.088
70 N -6.005 -3.334 -1.884  C62 1.443, C67 1.476, O71 1.399
71 O -7.357 -2.978 -1.847  N70 1.399, H90 0.973
72 H -7.644 -5.494 -1.804  C61 1.088
73 H -6.337 -5.727 -2.994  C61 1.093
74 H -6.341 -6.698 -1.547  C61 1.089
75 H -6.870 -4.276 0.569  C63 1.095
76 H -5.951 -5.741 0.604  C63 1.094
77 H -5.079 -4.275 0.809  C63 1.089
78 H -3.938 -5.879 -1.134  C64 1.092
79 H -4.210 -5.086 -2.678  C64 1.098
80 H -3.353 -3.693 -0.189  C65 1.093
81 H -2.277 -4.151 -1.563  C65 1.089
82 H -3.668 -2.989 -3.151  C66 1.101
83 H -2.964 -1.816 -2.155  C66 1.094
84 H -4.133 -1.311 -0.022  C68 1.095
85 H -5.525 -2.237 0.400  C68 1.086
86 H -5.724 -0.643 -0.323  C68 1.090
87 H -6.630 -1.180 -2.967  C69 1.087
88 H -5.123 -1.414 -3.771  C69 1.095
89 H -5.334 -0.095 -2.567  C69 1.088
90 H -7.622 -2.934 -0.911  O71 0.973
91 C -2.206 7.119 0.236  C92 1.536, H102 1.086, H103 1.092, H104 1.087
92 C -3.076 6.808 -0.991  C91 1.536, C93 1.542, C94 1.524, N100 1.462
93 C -4.556 7.062 -0.641  C92 1.542, H105 1.088, H106 1.093, H107 1.093
94 C -2.724 7.755 -2.133  C92 1.524, C95 1.518, H108 1.093, H109 1.102
95 C -1.441 7.413 -2.870  C94 1.518, C96 1.531, H110 1.088, H111 1.096
96 C -1.561 5.986 -3.412  C95 1.531, C97 1.528, H112 1.090, H113 1.095
97 C -1.890 4.964 -2.324  C96 1.528, C98 1.526, C99 1.539, N100 1.453
98 C -2.341 3.684 -3.021  C97 1.526, H114 1.092, H115 1.088, H116 1.104
99 C -0.615 4.656 -1.521  C97 1.539, H117 1.088, H118 1.091, H119 1.095
100 N -2.971 5.432 -1.473  C92 1.462, C97 1.453, O101 1.426
101 O -3.243 4.496 -0.433  N100 1.426, H120 0.962
102 H -1.174 7.303 -0.050  C91 1.086
103 H -2.603 8.053 0.639  C91 1.092
104 H -2.378 6.364 0.998  C91 1.087
105 H -5.104 6.257 -0.156  C93 1.088
106 H -4.672 7.951 -0.014  C93 1.093
107 H -5.090 7.316 -1.560  C93 1.093
108 H -3.535 7.958 -2.837  C94 1.093
109 H -2.625 8.733 -1.635  C94 1.102
110 H -1.219 8.160 -3.630  C95 1.088
111 H -0.616 7.420 -2.150  C95 1.096
112 H -0.607 5.780 -3.897  C96 1.090
113 H -2.372 5.965 -4.148  C96 1.095
114 H -1.578 3.280 -3.691  C98 1.092
115 H -3.366 3.718 -3.383  C98 1.088
116 H -2.354 2.865 -2.280  C98 1.104
117 H -0.345 5.494 -0.882  C99 1.088
118 H 0.243 4.317 -2.105  C99 1.091
119 H -0.851 3.812 -0.866  C99 1.095
120 H -4.146 4.234 -0.636  O101 0.962
121 C -2.092 -3.731 3.683  O122 1.409, H127 1.089, H128 1.098, H129 1.095
122 O -0.916 -3.658 4.455  C121 1.409, C123 1.404
123 C -1.043 -2.783 5.545  O122 1.404, C124 1.515, H130 1.099, H131 1.107
124 C 0.267 -2.718 6.303  C123 1.515, C125 1.517, N126 1.469, H132 1.094
125 C 0.531 -4.016 7.043  C124 1.517, H133 1.097, H134 1.090, H135 1.094
126 N 0.277 -1.562 7.210  C124 1.469, H136 1.012, H137 1.015
127 H -1.779 -4.251 2.779  C121 1.089
128 H -2.458 -2.727 3.433  C121 1.098
129 H -2.909 -4.262 4.183  C121 1.095
130 H -1.386 -1.774 5.273  C123 1.099
131 H -1.831 -3.137 6.238  C123 1.107
132 H 1.107 -2.613 5.610  C124 1.094
133 H 1.531 -4.003 7.495  C125 1.097
134 H 0.554 -4.889 6.391  C125 1.090
135 H -0.163 -4.170 7.874  C125 1.094
136 H 1.163 -1.075 7.157  N126 1.012
137 H 0.233 -1.887 8.170  N126 1.015
138 C -1.436 4.124 3.801  O139 1.410, H144 1.097, H145 1.094, H146 1.090
139 O -2.554 3.351 4.175  C138 1.410, C140 1.409
140 C -2.647 2.153 3.439  O139 1.409, C141 1.524, H147 1.100, H148 1.097
141 C -3.731 1.279 4.057  C140 1.524, C142 1.527, N143 1.482, H149 1.092
142 C -3.397 0.827 5.478  C141 1.527, H150 1.090, H151 1.094, H152 1.092
143 N -3.930 0.135 3.136  C141 1.482, H153 1.016, H154 1.016
144 H -1.458 4.346 2.727  C138 1.097
145 H -0.489 3.650 4.077  C138 1.094
146 H -1.540 5.067 4.338  C138 1.090
147 H -3.031 2.412 2.441  C140 1.100
148 H -1.715 1.588 3.320  C140 1.097
149 H -4.657 1.858 4.047  C141 1.092
150 H -3.210 1.672 6.140  C142 1.090
151 H -2.485 0.222 5.482  C142 1.094
152 H -4.207 0.194 5.845  C142 1.092
153 H -4.617 -0.473 3.571  N143 1.016
154 H -3.079 -0.416 3.070  N143 1.016
155 C 0.349 0.417 -5.199  O156 1.387, H161 1.092, H162 1.103, H163 1.098
156 O 1.734 0.374 -5.130  C155 1.387, C157 1.422
157 C 2.245 -0.947 -5.246  O156 1.422, C158 1.528, H164 1.100, H165 1.104
158 C 3.766 -0.868 -5.128  C157 1.528, C159 1.521, N160 1.454, H166 1.094
159 C 4.351 -2.270 -5.188  C158 1.521, H167 1.089, H168 1.089, H169 1.090
160 N 4.138 -0.151 -3.919  C158 1.454, H170 1.010, H171 1.007
161 H -0.040 1.344 -4.774  C155 1.092
162 H -0.107 -0.389 -4.600  C155 1.103
163 H -0.046 0.329 -6.219  C155 1.098
164 H 1.707 -1.569 -4.515  C157 1.100
165 H 1.968 -1.318 -6.248  C157 1.104
166 H 4.006 -0.248 -5.996  C158 1.094
167 H 4.038 -2.876 -4.340  C159 1.089
168 H 5.435 -2.160 -5.176  C159 1.089
169 H 3.955 -2.750 -6.082  C159 1.090
170 H 4.073 -0.677 -3.058  N160 1.010
171 H 3.691 0.750 -3.881  N160 1.007

Results
LUMO energy in eV: 0.520
SMILES: CC1(C)CCCC(C)(C)N1O.CC1(C)CCCC(C)(C)N1O.CC1(C)CCCC(C)(C)N1O.CC1(C)CCCC(C)(C)N1O.COC[C@H](C)N.COC[C@H](C)N.COC[C@H](C)N
E_HOMO in eV: -8.2
Energy relative to the best compared isomer or geometry (same formula, charge and spin) in kJ/mol: 80.3
Gap between HOMO and LUMO in eV: 8.76
Spin multiplicity: 1
Net charge: 0

***

# 3
The following is a quantum chemistry calculation of the molecule C4H5NO in a non-equilibrium geometry, from the OMol25 dataset.

Last columns: bonded neighbours and bond lengths (Å).
Positions of all 11 atoms, in Å:
1 N -0.851 -2.424 1.136  C2 1.161
2 C -1.126 -1.321 0.899  N1 1.161, C3 1.482
3 C -1.199 0.108 0.513  C2 1.482, C4 1.509, H7 1.081, H8 1.099
4 C -0.263 0.208 -0.666  C3 1.509, C5 1.315, H9 1.089
5 C 0.954 0.637 -0.413  C4 1.315, O6 1.347, H10 1.092
6 O 2.018 0.284 -1.158  C5 1.347, H11 0.961
7 H -1.991 0.591 -0.040  C3 1.081
8 H -0.898 0.699 1.390  C3 1.099
9 H -0.535 -0.371 -1.547  C4 1.089
10 H 1.117 1.283 0.452  C5 1.092
11 H 2.774 0.304 -0.565  O6 0.961

Results
LUMO energy in eV: 0.645
SMILES: N#CC/C=C/O
E_HOMO in eV: -9.2
Energy relative to the best compared isomer or geometry (same formula, charge and spin) in kJ/mol: 199.8
Gap between HOMO and LUMO in eV: 9.86
Spin multiplicity: 1
Net charge: 0

***

Question: What is the formula in the third record?
Answer: C4H5NO